Record 1
{
  "formula": "C25H28N4O4S2",
  "method": "ωB97M-V/def2-TZVPD",
  "smiles": "CCN1CCc2c(sc(NC(=O)c3ccc(S(=O)(=O)N(CC)c4ccccc4)cc3)c2C(N)=O)C1",
  "homo_lumo_gap_ev": 7.85,
  "e_tot_ha": -2285.8623,
  "homo_energy_ev": -8.0,
  "elements": ["C", "C", "N", "C", "C", "C", "C", "S", "C", "N", "C", "O", "C", "C", "C", "C", "S", "O", "O", "N", "C", "C", "C", "C", "C", "C", "C", "C", "C", "C", "C", "C", "N", "O", "C", "H", "H", "H", "H", "H", "H", "H", "H", "H", "H", "H", "H", "H", "H", "H", "H", "H", "H", "H", "H", "H", "H", "H", "H", "H", "H", "H", "H"],
  "positions_angstrom": [[3.8636, 6.9130, -4.6123], [2.9969, 6.8500, -3.3594], [2.9186, 5.5003, -2.8263], [4.1152, 5.0854, -2.1201], [4.1219, 3.5620, -1.9687], [2.8234, 3.1129, -1.3693], [1.7609, 3.9599, -1.3731], [0.3580, 3.3138, -0.5707], [1.2359, 1.8779, -0.2188], [0.6723, 0.8532, 0.4864], [-0.6048, 0.9191, 0.9397], [-1.2975, 1.8989, 0.7083], [-1.0968, -0.2537, 1.7099], [-2.4608, -0.2820, 2.0051], [-3.0034, -1.3428, 2.7036], [-2.1744, -2.3682, 3.1174], [-2.9241, -3.8074, 3.8787], [-1.8967, -4.6475, 4.4139], [-3.9834, -3.4063, 4.7553], [-3.6348, -4.5386, 2.5362], [-5.0739, -4.4516, 2.4086], [-5.6521, -5.7527, 1.8640], [-2.8195, -4.6157, 1.3982], [-3.2295, -4.1563, 0.1482], [-2.3733, -4.2246, -0.9364], [-1.0991, -4.7443, -0.7975], [-0.6900, -5.2119, 0.4404], [-1.5406, -5.1562, 1.5276], [-0.8184, -2.3476, 2.8552], [-0.2729, -1.2887, 2.1505], [2.5285, 1.8730, -0.7160], [3.3505, 0.6729, -0.5429], [4.5124, 0.6003, -1.2275], [3.0090, -0.2587, 0.1880], [1.7560, 5.3223, -1.9755], [3.7715, 7.8932, -5.0728], [3.5348, 6.1579, -5.3208], [4.9126, 6.7426, -4.3854], [3.3706, 7.5644, -2.6048], [1.9812, 7.1514, -3.6276], [4.9913, 5.3920, -2.6918], [4.1753, 5.5536, -1.1208], [4.9625, 3.2749, -1.3325], [4.2486, 3.1195, -2.9620], [1.3314, 0.0756, 0.6283], [-3.0733, 0.5412, 1.6691], [-4.0536, -1.3855, 2.9459], [-5.4462, -4.2691, 3.4169], [-5.3727, -3.6047, 1.7769], [-5.3666, -6.5813, 2.5060], [-6.7365, -5.6871, 1.8321], [-5.2800, -5.9493, 0.8613], [-4.2140, -3.7382, 0.0111], [-2.7085, -3.8614, -1.8969], [-0.4343, -4.7904, -1.6465], [0.2977, -5.6317, 0.5600], [-1.2294, -5.5272, 2.4897], [-0.2066, -3.1595, 3.2137], [0.7892, -1.2832, 1.9596], [4.7569, 1.2617, -1.9395], [5.0430, -0.2513, -1.1449], [0.8546, 5.4551, -2.5818], [1.7237, 6.0769, -1.1631]],
  "forces_ev_per_angstrom": [[-0.15, 0.05, 0.24], [0.09, -0.02, -0.20], [-0.10, -0.05, 0.05], [0.13, -0.26, -0.10], [0.03, 0.27, 0.04], [-0.22, 0.34, -0.10], [-0.01, -0.41, 0.18], [0.71, 0.28, -0.36], [0.17, 0.30, -0.22], [0.10, -0.40, 0.14], [0.07, 0.06, -0.07], [-0.20, -0.30, 0.20], [-0.29, -0.28, 0.27], [0.14, 0.03, -0.07], [-0.08, 0.07, 0.03], [-0.08, -0.40, 0.29], [-0.09, 0.15, -0.12], [0.17, 0.10, -0.25], [-0.12, 0.18, -0.18], [0.30, 0.36, 1.06], [-0.61, -0.07, 0.10], [0.17, 0.24, 0.04], [0.63, -0.32, -0.66], [-0.14, 0.04, 0.23], [0.03, 0.00, -0.07], [0.06, 0.00, -0.06], [0.02, 0.03, -0.05], [-0.03, -0.15, -0.12], [0.09, -0.10, 0.14], [-0.19, 0.19, -0.07], [-0.60, -0.03, 0.27], [0.03, 0.14, -0.09], [0.30, -0.09, -0.09], [0.01, -0.28, 0.16], [-0.15, 0.21, 0.04], [0.07, 0.10, -0.08], [-0.02, -0.06, -0.10], [0.12, 0.00, -0.03], [-0.11, -0.02, 0.00], [0.03, 0.03, 0.08], [-0.01, 0.03, 0.06], [0.02, 0.01, -0.04], [0.03, -0.03, -0.04], [0.13, -0.03, -0.01], [-0.27, 0.18, 0.01], [-0.04, 0.04, 0.00], [-0.16, 0.08, -0.03], [-0.13, 0.02, -0.24], [0.02, -0.01, 0.10], [0.01, -0.09, 0.06], [-0.10, -0.01, -0.04], [-0.03, -0.08, -0.10], [-0.12, 0.04, 0.02], [-0.03, 0.03, -0.07], [0.06, -0.01, -0.07], [0.09, -0.04, 0.02], [0.06, -0.10, 0.01], [0.12, -0.06, -0.01], [0.11, -0.02, -0.01], [-0.01, 0.01, 0.00], [-0.05, 0.04, -0.02], [0.04, 0.07, 0.03], [0.00, 0.01, -0.12]]
}

=====

Record 2
{
  "formula": "C25H28N8O3S",
  "method": "ωB97M-V/def2-TZVPD",
  "smiles": "COc1ccc([C@@H](c2nnnn2CS(=O)(=O)c2ccc(C)cc2)N2CCN(c3ncccn3)CC2)cc1",
  "homo_lumo_gap_ev": 8.70,
  "e_tot_ha": -2031.3664,
  "homo_energy_ev": -8.2,
  "elements": ["C", "O", "C", "C", "C", "C", "C", "C", "N", "N", "N", "N", "C", "S", "O", "O", "C", "C", "C", "C", "C", "C", "C", "N", "C", "C", "N", "C", "N", "C", "C", "C", "N", "C", "C", "C", "C", "H", "H", "H", "H", "H", "H", "H", "H", "H", "H", "H", "H", "H", "H", "H", "H", "H", "H", "H", "H", "H", "H", "H", "H", "H", "H", "H", "H"],
  "positions_angstrom": [[2.8946, -6.2575, -1.0435], [2.9111, -5.3971, 0.0694], [2.2830, -4.1939, -0.0305], [2.3224, -3.3852, 1.1029], [1.7119, -2.1480, 1.1086], [1.0353, -1.6774, -0.0096], [0.3786, -0.3067, -0.0785], [-0.9659, -0.3817, -0.7284], [-1.6611, -1.4222, -1.1225], [-2.8049, -0.9595, -1.6072], [-2.8624, 0.3016, -1.5345], [-1.7222, 0.7256, -0.9730], [-1.3862, 2.0911, -0.8613], [-0.2512, 2.5168, -2.2842], [1.0859, 2.1885, -1.8613], [-0.5279, 3.8723, -2.6622], [-0.7808, 1.3637, -3.5392], [-0.0305, 0.2288, -3.7778], [-0.5255, -0.7346, -4.6375], [-1.7661, -0.5717, -5.2470], [-2.3277, -1.6464, -6.1206], [-2.4915, 0.5919, -5.0049], [-2.0063, 1.5603, -4.1462], [0.1847, 0.4666, 1.1367], [-0.6140, -0.1310, 2.1899], [-1.1492, 0.9944, 3.0821], [-0.0426, 1.7676, 3.5910], [0.3703, 1.6533, 4.8690], [1.5139, 2.2672, 5.2087], [1.8767, 2.1950, 6.4730], [1.1341, 1.5198, 7.4316], [-0.0268, 0.9127, 6.9735], [-0.4140, 0.9688, 5.7156], [0.8098, 2.3204, 2.5666], [1.3227, 1.2029, 1.6493], [1.0220, -2.4791, -1.1440], [1.6285, -3.7215, -1.1627], [1.8728, -6.5325, -1.3238], [3.4009, -5.8102, -1.9052], [3.4353, -7.1503, -0.7334], [2.8425, -3.7476, 1.9754], [1.7839, -1.5549, 2.0046], [1.0062, 0.3222, -0.7300], [-2.2793, 2.7041, -0.9551], [-0.8356, 2.2803, 0.0598], [0.9265, 0.1196, -3.2912], [0.0485, -1.6297, -4.8255], [-2.9178, -2.3305, -5.5104], [-2.9789, -1.2289, -6.8840], [-1.5353, -2.2173, -6.5980], [-3.4519, 0.7290, -5.4775], [-2.5600, 2.4621, -3.9402], [-1.4406, -0.6853, 1.7415], [-0.0417, -0.8256, 2.8219], [-1.7027, 0.5875, 3.9273], [-1.7978, 1.6566, 2.4978], [2.8041, 2.6980, 6.7191], [1.4409, 1.4664, 8.4619], [-0.6777, 0.3536, 7.6350], [1.6417, 2.8304, 3.0507], [0.2279, 3.0434, 1.9834], [1.8649, 1.6382, 0.8077], [2.0162, 0.5722, 2.2263], [0.5189, -2.1371, -2.0344], [1.5831, -4.3093, -2.0657]],
  "forces_ev_per_angstrom": [[0.00, -0.13, -0.18], [-0.04, 0.23, 0.23], [-0.03, 0.18, 0.12], [0.08, -0.24, -0.10], [-0.04, 0.03, -0.03], [-0.03, 0.02, -0.12], [0.34, -0.03, -0.01], [-0.51, 0.43, -0.16], [1.03, -0.32, 0.52], [-0.85, -0.26, -0.39], [-0.62, 1.11, -0.12], [0.28, -1.61, 0.55], [0.36, 0.63, -0.91], [-0.27, 0.21, 0.24], [0.09, -0.31, -0.06], [-0.32, 0.03, -0.13], [0.23, 0.47, 0.47], [0.12, -0.08, 0.02], [-0.04, 0.11, 0.02], [0.07, 0.11, 0.03], [-0.04, -0.05, 0.03], [0.12, 0.05, 0.05], [-0.06, 0.08, -0.17], [0.21, -0.20, 0.03], [-0.28, 0.21, 0.18], [-0.20, -0.45, -0.02], [-0.11, 0.04, -0.37], [0.12, 0.10, 0.71], [0.07, 0.06, -0.31], [-0.12, -0.16, 0.26], [-0.01, 0.01, -0.03], [0.27, 0.11, 0.16], [-0.17, -0.10, -0.24], [0.43, -0.01, -0.19], [0.00, 0.33, 0.10], [0.12, 0.07, 0.16], [0.17, -0.29, -0.08], [0.04, 0.02, 0.00], [-0.03, -0.01, 0.03], [-0.05, 0.04, -0.07], [0.07, -0.04, 0.11], [-0.04, 0.10, 0.08], [-0.15, -0.14, 0.18], [0.01, -0.03, -0.03], [0.01, 0.01, -0.13], [0.13, -0.08, 0.05], [0.07, -0.09, -0.04], [-0.06, -0.09, -0.02], [-0.04, -0.02, -0.08], [0.01, -0.06, -0.07], [-0.11, 0.02, -0.06], [-0.16, 0.09, -0.01], [-0.02, -0.03, 0.05], [-0.04, 0.00, -0.05], [-0.02, 0.07, -0.18], [-0.02, -0.06, 0.00], [0.04, 0.01, 0.11], [0.03, 0.00, 0.10], [0.02, -0.01, 0.12], [-0.12, 0.01, -0.16], [0.06, -0.01, -0.01], [0.04, -0.01, 0.02], [0.01, 0.03, -0.03], [-0.05, -0.02, -0.09], [0.01, -0.09, -0.07]]
}

=====

Record 3
{
  "formula": "C25H29Br36ClF7N4O5S",
  "method": "ωB97M-V/def2-TZVPD",
  "total_charge": 1,
  "homo_lumo_gap_ev": 7.60,
  "e_tot_ha": -95786.4717,
  "homo_energy_ev": -11.4,
  "elements": ["C", "C", "C", "O", "C", "N", "C", "N", "C", "C", "S", "O", "O", "C", "F", "F", "C", "F", "F", "C", "F", "F", "F", "N", "C", "O", "N", "C", "C", "O", "Cl", "H", "H", "H", "H", "H", "H", "H", "H", "H", "H", "H", "H", "H", "H", "H", "H", "H", "C", "Br", "Br", "Br", "H", "C", "Br", "Br", "Br", "H", "C", "Br", "Br", "Br", "H", "C", "Br", "Br", "Br", "H", "C", "Br", "Br", "Br", "H", "C", "Br", "Br", "Br", "H", "C", "Br", "Br", "Br", "H", "C", "Br", "Br", "Br", "H", "C", "Br", "Br", "Br", "H", "C", "Br", "Br", "Br", "H", "C", "Br", "Br", "Br", "H", "C", "Br", "Br", "Br", "H"],
  "positions_angstrom": [[5.7959, -2.9364, 1.2941], [5.6677, -1.3771, 0.8990], [4.3316, -0.6761, 1.4323], [3.3223, -0.4825, 0.3752], [2.0864, -0.2082, 1.1154], [1.1867, 0.5949, 0.2843], [-0.0114, 0.4137, -0.4856], [-0.6534, -0.7592, -0.6666], [-1.9386, -0.7023, -1.4892], [-1.6527, -1.1128, -3.0445], [-0.2303, -2.3254, -0.1188], [1.1961, -2.7326, -0.4345], [-1.0725, -3.3396, -0.8719], [-0.7132, -2.4690, 1.6534], [-2.0936, -2.8534, 1.6811], [-0.6969, -1.1587, 2.2505], [0.0762, -3.4656, 2.5967], [1.1747, -2.8809, 3.3063], [-0.8393, -3.8457, 3.6351], [0.6170, -4.8351, 1.9785], [0.6603, -5.7586, 3.0723], [1.9714, -4.7736, 1.5411], [-0.2335, -5.4409, 1.0367], [-0.3399, 1.7498, -0.9972], [0.6360, 2.7259, -0.6105], [0.7372, 4.0970, -0.8564], [1.5469, 1.8960, 0.1750], [2.6951, 2.6883, 0.6836], [3.6550, 3.0173, -0.5917], [4.0279, 4.1913, -0.8126], [4.2762, 1.7325, -1.7248], [4.9266, -3.5757, 0.9313], [6.7940, -3.3394, 0.8765], [5.9113, -2.9828, 2.4426], [6.5538, -0.8528, 1.4201], [5.7533, -1.2055, -0.2459], [4.6331, 0.3959, 1.7498], [3.9232, -1.2411, 2.3372], [2.4392, 0.3569, 2.0736], [1.7171, -1.2124, 1.4907], [-2.4304, 0.3236, -1.4765], [-2.7385, -1.4219, -1.0697], [-2.4843, -1.7845, -3.4463], [-0.6132, -1.6007, -3.1006], [-1.6225, -0.1444, -3.6336], [1.1700, 4.2136, -1.7357], [2.4120, 3.7259, 1.1178], [3.3660, 2.1756, 1.4432], [-3.3591, 0.9289, 3.9006], [-2.7485, -0.9076, 4.0382], [-2.2278, 1.9777, 2.7249], [-5.2224, 1.0325, 3.3847], [-3.2772, 1.3650, 4.8945], [-3.8516, 2.2397, -4.9003], [-5.3554, 1.6049, -3.8542], [-2.2695, 2.4918, -3.8057], [-3.4978, 1.0953, -6.4245], [-4.1264, 3.2173, -5.2930], [8.2450, 0.4900, -1.7539], [10.0068, 0.8337, -2.4846], [7.9805, -1.3924, -1.3657], [7.8740, 1.6044, -0.2086], [7.5230, 0.7610, -2.5224], [-8.7021, 2.5367, 1.2776], [-6.9479, 3.2410, 0.8427], [-8.5879, 0.9058, 2.3225], [-9.8196, 3.8672, 2.1392], [-9.1832, 2.2781, 0.3358], [-5.3368, -3.8019, 2.4589], [-5.7874, -5.1905, 1.1837], [-5.7869, -2.0354, 1.7957], [-6.1213, -4.1395, 4.1996], [-4.2558, -3.8271, 2.5869], [13.5445, -1.0501, -4.3296], [13.4029, -0.9528, -2.3976], [11.8069, -0.9489, -5.1863], [14.7709, 0.2785, -5.0300], [13.9615, -2.0266, -4.5695], [1.2400, 1.2304, 5.5464], [0.9886, -0.5650, 6.2313], [2.7463, 2.1196, 6.3809], [1.3780, 1.2462, 3.6087], [0.3487, 1.7996, 5.8067], [-4.1562, -8.7539, 2.8199], [-4.3711, -8.6060, 4.7413], [-5.8639, -8.7148, 1.8993], [-2.9277, -7.4204, 2.1277], [-3.7111, -9.7276, 2.6231], [-8.1850, -0.4726, -6.0307], [-9.4135, 0.0198, -4.6131], [-7.5504, 1.0791, -7.0064], [-6.7203, -1.5587, -5.3687], [-8.7422, -1.0859, -6.7366], [2.8478, 7.1719, 0.9372], [4.6061, 7.8619, 0.5051], [2.9531, 5.5297, 1.9683], [1.7449, 8.5019, 1.8156], [2.3612, 6.9251, -0.0048], [-1.1920, 2.7891, -9.9185], [-0.7955, 4.1829, -8.6289], [-0.2384, 1.1475, -9.5219], [-3.0999, 2.4895, -10.0903], [-0.8357, 3.1391, -10.8858], [-6.1319, 4.5880, 6.0617], [-7.3977, 4.1629, 4.6544], [-7.0128, 4.8499, 7.7685], [-4.7118, 3.2697, 6.1796], [-5.6653, 5.5347, 5.7954]],
  "forces_ev_per_angstrom": [[0.65, 0.72, 0.22], [-0.33, -0.21, 0.05], [1.59, 0.59, -0.08], [-1.02, -0.15, 1.81], [2.82, -1.24, 0.56], [-1.74, -0.18, -1.06], [3.56, 5.42, 1.25], [-1.44, 0.08, 0.04], [-1.98, -0.96, -1.79], [0.43, 0.60, 0.86], [1.92, -6.21, -6.42], [-3.34, 2.93, 2.55], [1.04, 4.08, 3.02], [-3.07, 2.12, 2.66], [3.50, 0.67, -0.52], [0.92, -2.98, -1.93], [0.45, -0.91, 3.16], [-2.54, -0.82, -2.29], [1.83, 1.12, -2.66], [1.45, -3.79, 0.84], [-0.13, 2.36, -2.55], [-3.94, 0.30, 0.61], [2.24, 2.16, 1.97], [1.30, -0.50, 0.66], [-0.87, -6.81, 1.07], [0.07, -3.71, 0.22], [-0.76, 5.86, -1.29], [2.22, -0.66, -0.69], [1.60, 4.19, -0.36], [-1.79, -4.82, 0.96], [-0.99, 0.78, 1.22], [1.15, 0.87, 0.51], [-1.68, 0.54, 0.52], [-0.43, -0.13, -1.79], [-1.40, -0.66, -1.02], [-0.36, -0.27, 2.24], [-0.50, -1.57, -0.12], [0.32, 0.65, -1.20], [-0.97, -0.89, -2.35], [-0.30, 1.50, -0.74], [1.22, -1.10, 0.43], [1.72, 1.06, -0.28], [1.33, 0.87, 0.66], [-1.76, 0.47, -0.09], [-0.02, -1.36, 0.56], [-0.34, -0.04, 0.52], [-0.12, -2.25, -1.16], [-1.08, 0.30, -0.96], [-0.41, -0.18, 0.12], [-0.66, 0.51, 0.60], [-0.16, -0.10, 0.04], [0.58, 0.09, 0.07], [0.04, -0.09, -0.29], [-0.21, 0.04, -0.24], [0.42, 0.14, -0.05], [-0.26, 0.04, -0.07], [0.00, 0.20, 0.39], [0.10, -0.25, 0.12], [0.06, 0.06, -0.20], [-0.48, -0.08, 0.29], [0.58, 0.30, -0.41], [0.07, -0.17, -0.18], [0.17, -0.07, 0.22], [-0.07, 0.01, -0.12], [-0.34, -0.11, 0.06], [0.00, 0.30, -0.15], [0.23, -0.28, -0.16], [0.13, 0.06, 0.26], [0.06, -0.11, -0.05], [0.00, 0.48, 0.24], [0.03, -0.45, 0.03], [0.14, 0.09, -0.37], [-0.28, 0.00, -0.01], [0.11, -0.08, -0.05], [0.02, 0.02, -0.36], [0.36, -0.01, 0.12], [-0.29, -0.23, 0.16], [-0.12, 0.26, 0.07], [-0.13, 0.13, 0.56], [0.10, 0.40, -0.29], [-0.31, -0.23, -0.29], [-0.40, 0.43, 1.39], [0.21, -0.13, -0.13], [-0.06, -0.10, 0.04], [0.03, 0.04, -0.40], [0.34, -0.13, 0.22], [-0.12, -0.22, 0.14], [-0.10, 0.28, 0.04], [-0.03, -0.03, -0.06], [0.29, -0.06, -0.24], [-0.14, -0.28, 0.17], [-0.28, 0.15, -0.14], [0.15, 0.16, 0.19], [0.02, 0.38, -0.29], [-0.41, -0.23, 0.17], [0.18, 1.24, 0.66], [0.27, -0.36, -0.14], [0.13, -0.01, 0.27], [0.00, 0.00, -0.09], [-0.10, -0.28, -0.18], [-0.21, 0.31, -0.02], [0.36, 0.05, 0.05], [-0.09, -0.09, 0.27], [-0.16, 0.17, -0.06], [0.27, 0.07, 0.36], [0.21, -0.13, -0.37], [-0.19, 0.32, 0.22], [-0.08, -0.28, 0.07]]
}